(1)
A 6-piece molecular cluster, C20H27F8N2O16S overall, computed with wB97M-V/def2-TZVPD.

```
74
Properties=species:S:1:pos:R:3:forces:R:3:lowdin_charge:R:1
C 3.363920 -1.436638 4.357587 0.22 -0.09 -0.05 -0.05
C 2.131524 -0.532795 4.190731 0.62 0.02 0.07 -0.24
N 1.295506 -1.213412 3.200154 -0.25 0.12 -0.11 -0.03
N 0.222829 -0.392347 2.678658 0.34 0.42 0.12 -0.39
S 0.755092 0.902165 1.548030 -0.03 0.13 -0.76 0.97
C -0.717864 0.114515 3.725148 -0.47 0.05 -0.04 -0.10
C -1.169135 -0.980950 4.696348 -0.09 0.03 0.39 -0.26
O -1.522076 -0.478627 5.964014 -0.01 -0.05 -0.27 0.05
C -2.404804 -1.664980 4.111643 -0.31 -0.12 0.03 -0.57
F -2.073144 -2.205484 2.902065 0.00 0.16 0.21 0.13
F -3.400313 -0.785052 3.885852 0.24 -0.24 0.04 0.15
F -2.861266 -2.631287 4.894296 0.14 0.22 -0.24 0.20
H 4.275068 -0.884530 4.137301 -0.03 0.00 0.08 0.08
H 3.461729 -1.895242 5.339791 -0.20 0.14 0.02 0.08
H 3.317401 -2.242635 3.623245 0.07 -0.02 0.15 0.07
H 2.471442 0.442469 3.823271 -0.19 0.05 -0.02 0.11
H 1.610334 -0.386051 5.137374 -0.16 -0.12 -0.10 0.11
H 1.904762 -1.361929 2.390281 -0.04 -0.19 -0.01 0.08
H -0.319762 -1.012345 2.068342 -0.01 -0.07 0.06 0.14
H 0.720455 1.985504 2.337588 -0.11 -0.22 0.40 -0.08
H -0.272511 0.968823 4.237062 0.27 -0.27 0.02 0.13
H -1.585661 0.495768 3.181381 0.15 0.07 -0.01 0.14
H -0.409092 -1.758053 4.812858 0.03 0.06 -0.12 0.16
H -1.242282 0.433123 6.087520 -0.02 0.01 -0.01 0.11
C 4.385013 -3.497238 -1.175676 0.10 -0.05 -0.10 -0.02
C 5.505078 -3.770331 -0.190078 0.05 -0.05 -0.17 -0.29
O 5.477996 -2.595031 0.625635 -0.17 -0.08 0.25 0.15
C 4.235223 -2.089991 0.585770 0.24 -0.04 -0.35 -0.56
O 3.826545 -1.233318 1.315025 -0.30 0.07 0.09 0.12
O 3.510329 -2.660573 -0.389012 -0.09 0.04 0.04 0.07
F 6.707404 -3.871129 -0.779229 -0.04 0.14 0.02 0.11
H 4.746081 -2.933748 -2.036001 0.06 -0.06 0.02 0.13
H 3.862741 -4.386676 -1.512065 -0.10 0.03 0.10 0.15
H 5.348816 -4.640182 0.449413 0.08 -0.02 0.00 0.18
C 2.698953 0.827984 -2.117382 0.14 -0.11 0.23 -0.05
C 1.246648 1.240230 -2.029380 0.14 0.13 0.05 -0.34
O 0.897406 1.426787 -3.384368 0.00 -0.29 -0.03 0.15
C 1.694317 0.606904 -4.128641 -0.07 0.13 0.13 -0.53
O 1.515312 0.312190 -5.258377 0.03 0.01 -0.08 0.20
O 2.725208 0.149377 -3.369070 0.04 -0.03 -0.12 0.05
F 1.105432 2.413040 -1.353098 -0.07 -0.01 -0.02 0.05
H 3.360192 1.695219 -2.147255 -0.08 0.08 -0.01 0.15
H 3.009064 0.157588 -1.318964 -0.02 -0.10 -0.07 0.12
H 0.588336 0.494463 -1.582847 -0.12 0.14 0.02 0.13
C 4.205424 -2.124167 -5.511249 -0.06 0.25 -0.02 -0.03
C 3.548329 -3.063572 -6.498450 0.11 -0.05 -0.03 -0.30
O 4.265209 -4.272056 -6.282729 -0.15 -0.07 0.19 0.14
C 4.727853 -4.267425 -5.005337 -0.01 -0.03 -0.27 -0.55
O 5.145359 -5.210533 -4.423644 0.03 -0.02 0.11 0.18
O 4.622616 -3.024988 -4.476871 -0.03 0.14 0.05 0.04
F 3.705736 -2.666545 -7.778713 0.11 -0.06 0.06 0.09
H 5.078880 -1.645436 -5.955753 0.00 -0.06 -0.08 0.15
H 3.534657 -1.371928 -5.112165 -0.02 -0.07 0.09 0.11
H 2.488388 -3.246574 -6.315507 -0.03 0.05 -0.09 0.18
C -4.065990 2.393459 0.150738 0.11 -0.05 -0.01 -0.03
C -4.674879 1.024939 0.372509 -0.06 0.03 -0.09 -0.30
O -3.869363 0.192443 -0.455069 0.10 -0.08 0.23 0.14
C -2.659671 0.781836 -0.591460 -0.20 0.07 -0.17 -0.57
O -1.695843 0.241182 -1.035496 0.17 -0.08 0.12 0.14
O -2.694252 2.049150 -0.145695 -0.04 0.04 0.10 0.07
F -5.957672 0.947319 -0.033089 0.05 0.01 -0.10 0.10
H -4.510050 2.885195 -0.712977 -0.07 -0.03 -0.02 0.14
H -4.124065 3.048841 1.009103 0.15 0.04 0.04 0.12
H -4.613765 0.659246 1.400150 -0.09 -0.01 0.00 0.17
C -7.970542 5.098897 -1.437398 0.00 -0.03 -0.07 -0.03
C -8.154081 6.371512 -0.633899 -0.03 -0.08 0.06 -0.30
O -7.513472 6.044063 0.593436 0.13 0.20 -0.09 0.15
C -6.578117 5.103914 0.342382 -0.09 -0.05 0.06 -0.55
O -5.719414 4.778679 1.096910 -0.02 -0.04 0.06 0.16
O -6.745878 4.583958 -0.891873 -0.05 -0.01 -0.11 0.06
F -9.450566 6.653874 -0.399283 -0.01 -0.07 0.06 0.09
H -8.779174 4.395197 -1.239295 -0.05 0.05 0.04 0.15
H -7.872994 5.261250 -2.506078 0.16 -0.01 0.02 0.14
H -7.670908 7.252695 -1.058136 -0.08 0.05 0.00 0.18
```
Positions in Å, forces in eV/Å.

Values from the calculation:
Calculated total energy ... -3288.564058 Ha
E_LUMO ... -0.1301 Ha
Kohn-Sham gap ... 9.6502 eV
HOMO ... -13.192 eV
Total charge ... +1
Spin multiplicity ... 1

(2)
C46H28Cl4N5O2Ti as an isolated structure, computed with wB97M-V/def2-TZVPD.

```
86
Properties=species:S:1:pos:R:3:forces:R:3:lowdin_charge:R:1
Ti -0.085876 -0.072742 -0.575219 0.12 0.02 -0.19 1.18
Cl -9.573401 1.400914 -1.206135 0.00 0.00 0.00 0.63
C -7.852948 1.118115 -1.125566 -0.01 0.00 0.01 -0.67
C -7.353057 0.234474 -0.186371 0.00 0.00 -0.01 -0.11
C -5.983678 0.017491 -0.128081 0.00 0.01 0.02 -0.02
C -5.116695 0.667723 -1.000205 -0.02 0.00 0.01 -0.17
C -5.648481 1.552302 -1.935656 0.01 0.01 0.01 -0.02
C -7.012978 1.784459 -2.001706 -0.01 0.00 -0.01 -0.10
C -3.651821 0.427524 -0.946570 -0.01 0.01 -0.01 -0.08
C -2.788291 1.498357 -0.469620 -0.03 0.00 0.01 -0.23
C -3.144371 2.797341 -0.133219 0.03 0.01 0.01 -0.03
C -2.081478 3.342808 0.604828 -0.03 0.01 -0.01 -0.02
C -1.121879 2.342734 0.717443 0.01 -0.04 -0.01 -0.24
C 0.006835 2.298606 1.614900 0.01 0.02 0.00 -0.09
C 0.323052 3.568493 2.327524 -0.02 0.00 0.00 -0.20
C 1.108004 4.534862 1.703772 0.01 0.00 0.00 0.01
C 1.399570 5.728916 2.347827 -0.01 0.01 -0.01 -0.10
C 0.892397 5.953922 3.616072 0.01 0.00 0.01 -0.67
Cl 1.257063 7.456161 4.431484 0.00 0.00 0.00 0.62
C 0.102441 5.013774 4.253707 0.01 0.00 0.00 -0.11
C -0.180160 3.823097 3.598947 0.00 0.00 0.00 -0.03
C 0.696726 1.172700 1.932294 0.06 -0.03 -0.02 -0.22
N 0.581433 -0.083253 1.296726 0.10 0.07 0.05 0.00
C 1.367878 -0.990816 2.018536 -0.01 0.06 -0.02 -0.22
C 1.603561 -2.294610 1.683287 0.00 -0.02 -0.01 -0.10
C 2.409754 -3.153323 2.583038 0.01 0.01 0.00 -0.18
C 2.026902 -3.357752 3.907993 -0.02 -0.01 -0.01 -0.03
C 2.778286 -4.148790 4.764530 0.01 0.00 0.00 -0.11
C 3.926894 -4.753096 4.286615 0.00 0.00 0.00 -0.68
Cl 4.878040 -5.756056 5.352581 0.00 0.00 0.00 0.63
C 4.333413 -4.576499 2.974534 0.00 0.00 0.01 -0.10
C 3.573149 -3.780160 2.133506 -0.01 0.00 0.00 -0.02
C 1.202813 -2.814685 0.399308 -0.01 -0.01 0.06 -0.24
C 1.450429 -4.024049 -0.257837 0.03 0.01 0.00 -0.04
C 1.062886 -3.850784 -1.606591 -0.05 -0.02 -0.02 -0.05
C 0.570092 -2.557225 -1.710842 0.01 -0.05 -0.05 -0.30
N 0.638206 -1.963536 -0.495643 0.00 0.11 0.10 -0.02
C 0.049816 -1.569413 -2.690164 -0.01 0.08 -0.05 -0.17
C -1.058054 -0.810721 -2.417080 0.03 0.05 0.19 -0.08
C -2.316548 -2.590969 -1.131876 0.03 0.01 0.01 0.00
C -3.599270 -2.206781 -1.172598 -0.01 0.02 0.01 0.03
C -3.186434 -0.797208 -1.173359 0.03 -0.02 -0.03 -0.17
N -1.786652 -1.220083 -1.229827 -0.16 -0.08 -0.18 -0.16
C 0.885728 -1.202653 -3.865099 0.05 -0.03 0.07 -0.17
C 1.833377 -2.084769 -4.375419 0.01 0.02 -0.01 -0.01
C 2.611383 -1.749038 -5.474994 0.00 0.00 0.01 -0.11
C 2.455043 -0.503275 -6.050611 0.01 0.01 0.00 -0.68
Cl 3.443650 -0.060500 -7.423017 -0.01 0.00 0.00 0.62
C 1.535935 0.405835 -5.550469 0.00 0.00 0.00 -0.10
C 0.752757 0.049807 -4.467296 -0.02 0.00 -0.03 -0.02
C 2.003457 -0.257723 3.112670 0.00 -0.07 -0.01 -0.01
C 1.646306 1.030811 3.028652 -0.03 0.04 -0.02 0.01
N -1.533534 1.227617 0.025502 0.07 -0.05 0.00 0.01
H -8.025595 -0.269369 0.494235 0.00 0.00 0.00 0.10
H -5.576833 -0.655877 0.616065 0.00 0.00 0.00 0.12
H -4.980804 2.060042 -2.620346 0.00 0.00 0.00 0.13
H -7.425103 2.469956 -2.729436 0.00 0.00 0.00 0.10
H -4.085806 3.273069 -0.358687 0.00 0.00 0.00 0.10
H -2.031910 4.320130 1.057397 0.00 0.00 0.00 0.10
H 1.495742 4.334578 0.711611 0.00 0.00 0.01 0.11
H 2.015450 6.479088 1.870862 0.00 0.00 0.00 0.10
H -0.286258 5.213356 5.242974 0.00 0.00 0.00 0.10
H -0.803924 3.078342 4.078360 0.00 0.00 0.00 0.13
H 1.117424 -2.892166 4.266986 0.00 0.00 0.00 0.12
H 2.471858 -4.303652 5.790062 0.00 0.00 0.00 0.10
H 5.238124 -5.052237 2.621115 0.00 0.00 0.00 0.10
H 3.887395 -3.630924 1.108520 0.00 0.00 -0.01 0.12
H 1.883185 -4.910912 0.177177 0.01 0.00 0.00 0.09
H 1.128535 -4.590862 -2.389478 -0.01 0.01 -0.01 0.09
H -1.734509 -3.496391 -1.075719 0.00 -0.01 0.00 0.11
H -4.544045 -2.718927 -1.105558 0.00 0.00 0.00 0.10
H 1.981795 -3.044203 -3.900564 0.00 -0.01 0.02 0.10
H 3.340859 -2.441797 -5.872194 0.00 0.00 0.00 0.10
H 1.440356 1.383040 -6.003932 0.00 0.00 0.00 0.10
H 0.030433 0.744714 -4.060850 0.00 -0.01 0.00 0.11
H 2.678753 -0.699669 3.827864 0.00 0.00 0.00 0.11
H 1.964273 1.841808 3.664654 0.00 0.00 0.00 0.11
N 3.447359 -0.459191 -1.015564 -0.05 -0.05 0.01 0.04
C 3.590438 0.977924 -1.124288 -0.02 0.02 0.09 -0.18
C 2.276420 1.754363 -1.113797 -0.01 0.04 -0.40 -0.56
O 2.289211 2.958122 -0.985969 0.03 0.00 0.13 0.07
O 1.182348 1.065694 -1.356911 -0.11 -0.12 0.26 -0.13
H 3.110768 -0.740372 -0.101510 -0.03 -0.01 0.02 0.06
H 4.329410 -0.924880 -1.178977 0.00 0.00 0.00 0.07
H 4.047824 1.206801 -2.091079 -0.02 0.03 0.01 0.13
H 4.215148 1.452042 -0.358271 0.01 -0.01 0.01 0.12
```
Positions in Å, forces in eV/Å.

Values from the calculation:
Calculated total energy ... -4884.365083 Ha
E_LUMO ... 0.0743 Ha
Kohn-Sham gap ... 5.8221 eV
HOMO ... -3.801 eV
Total charge ... -1
Spin multiplicity ... 1

(3)
A 5-piece molecular cluster, C16H40BBrO9PS4 overall at a distorted geometry, computed with wB97M-V/def2-TZVPD.

```
72
Properties=species:S:1:pos:R:3:forces:R:3:lowdin_charge:R:1
C -3.987408 -1.586070 -2.375765 0.18 0.09 0.14 0.03
C -3.371342 -1.139153 -1.071619 -0.77 1.33 1.34 -0.49
O -4.005258 -0.391148 -0.324983 1.16 -1.28 -1.21 0.06
O -2.127517 -1.508812 -0.737327 -0.72 -0.14 0.08 0.01
C -1.558717 -2.667803 -1.346819 0.58 -0.39 -0.58 -0.18
C -0.778114 -2.391625 -2.641561 -0.18 0.36 0.13 -0.16
C -0.283169 -0.953468 -2.752973 0.47 -0.15 -0.33 -0.22
C 1.050084 -0.793027 -2.023779 -0.05 0.55 -0.95 -0.16
C 1.498578 0.631355 -1.718150 -0.04 0.16 2.02 -0.61
P 0.785519 1.945543 -2.855697 0.20 -0.33 -0.74 0.66
O 1.914183 3.111231 -2.656459 -0.48 -0.35 0.04 -0.39
Br -0.959669 2.727470 -1.627440 0.09 -0.03 -0.03 0.29
C 3.051367 0.732918 -1.602727 0.26 -0.11 -0.46 -0.23
O 3.377959 1.319326 -0.395817 -0.08 0.25 0.30 -0.08
B 2.119535 1.693950 0.323603 0.12 0.08 -0.25 -0.62
O 1.084523 0.903516 -0.387169 -0.14 -0.06 -0.06 -0.17
H -4.919704 -2.086430 -2.149614 -0.20 -0.16 0.00 0.09
H -3.363683 -2.203962 -3.003370 0.11 -0.15 -0.04 0.06
H -4.227243 -0.679899 -2.917506 -0.08 0.21 -0.12 0.10
H -0.862324 -3.079933 -0.630995 0.07 0.20 0.41 0.09
H -2.311185 -3.430321 -1.529342 -0.31 -0.02 0.09 0.12
H -1.348663 -2.669624 -3.524295 -0.28 0.01 -0.10 0.09
H 0.094839 -3.039523 -2.636245 0.13 -0.21 0.00 0.11
H -1.019441 -0.232062 -2.419121 -0.21 0.05 0.27 0.07
H -0.116758 -0.726163 -3.803427 -0.07 0.03 -0.23 0.10
H 1.046753 -1.315756 -1.079208 0.06 -0.05 0.14 0.08
H 1.818343 -1.239224 -2.657580 0.07 -0.30 -0.10 0.12
H 1.460110 3.958070 -2.566388 0.43 0.59 0.24 -0.01
H 3.504360 -0.266403 -1.633521 -0.24 -0.29 -0.14 0.11
H 3.468114 1.278628 -2.457773 0.12 0.16 -0.05 0.10
H 2.103645 1.329379 1.505414 0.20 0.52 -0.12 0.06
H 1.959753 2.923002 0.230343 -0.09 -0.25 0.07 0.04
C 0.280236 -3.278378 2.905948 0.08 -0.16 0.01 -0.26
S 0.516606 -1.945662 1.721193 -0.14 0.45 0.15 0.84
O 1.181978 -2.541841 0.521608 -0.03 -0.52 0.23 -0.58
C 1.772106 -1.057755 2.644922 0.07 -0.20 -0.07 -0.25
H -0.457000 -3.963639 2.489642 -0.04 0.03 -0.02 0.04
H 1.223117 -3.799861 3.073090 0.04 0.01 -0.01 0.02
H -0.097204 -2.858063 3.838533 -0.03 0.04 -0.02 0.05
H 2.624013 -1.706848 2.833689 -0.03 -0.14 0.06 0.03
H 1.340417 -0.715044 3.585102 -0.07 0.03 -0.01 0.06
H 2.072382 -0.198661 2.041570 -0.11 -0.10 0.02 -0.01
C -8.231655 1.505323 2.463820 -0.03 -0.04 0.09 -0.28
S -7.486450 2.244154 1.001533 0.06 -0.02 -0.01 0.80
O -8.603437 2.575988 0.074904 -0.09 -0.03 0.01 -0.57
C -6.723447 0.737727 0.402721 -0.14 -0.04 0.03 -0.28
H -8.802156 2.277463 2.975636 0.01 0.03 -0.03 0.04
H -8.895028 0.693870 2.163888 0.01 0.01 -0.05 0.05
H -7.445031 1.134340 3.120557 0.02 0.01 0.00 0.05
H -7.495491 -0.017056 0.245037 -0.04 0.05 0.01 0.06
H -5.984333 0.389889 1.120656 0.09 0.03 -0.03 0.05
H -6.223774 0.959168 -0.534238 0.07 0.04 0.00 0.04
C 3.278481 7.188861 0.289040 -0.08 0.17 0.00 -0.28
S 2.744261 5.526490 -0.155399 0.18 -0.42 0.24 0.82
O 2.064290 5.650741 -1.469987 -0.25 0.34 -0.32 -0.55
C 1.455589 5.407066 1.081886 -0.25 0.13 0.10 -0.27
H 4.063400 7.482922 -0.404705 0.01 -0.04 -0.03 0.04
H 2.438940 7.880611 0.210510 -0.01 -0.02 -0.01 0.05
H 3.672341 7.178842 1.305415 0.01 -0.02 0.01 0.05
H 0.744018 6.223658 0.947073 0.06 0.05 -0.04 0.06
H 1.905859 5.444730 2.074383 0.03 -0.04 -0.01 0.06
H 0.965448 4.445591 0.937332 0.10 0.02 -0.03 0.02
C 5.592888 -3.430452 1.714986 0.13 -0.13 0.01 -0.26
S 3.844071 -3.815965 1.542313 0.14 0.20 -0.02 0.81
O 3.431725 -4.473479 2.819262 0.06 -0.10 0.01 -0.55
C 4.060035 -5.124509 0.334873 0.04 -0.13 -0.05 -0.26
H 5.686758 -2.649301 2.466054 -0.06 0.03 -0.01 0.05
H 6.141289 -4.317886 2.034483 -0.04 -0.02 0.01 0.05
H 5.973209 -3.066422 0.761054 -0.02 0.05 -0.01 0.05
H 4.712226 -5.897786 0.742726 -0.01 0.02 0.04 0.05
H 4.484131 -4.703048 -0.575829 -0.03 0.03 -0.01 0.06
H 3.077719 -5.539758 0.122027 -0.04 0.06 0.01 0.05
```
Positions in Å, forces in eV/Å.

Values from the calculation:
Calculated total energy ... -5843.771227 Ha
E_LUMO ... 0.0836 Ha
Kohn-Sham gap ... 6.3475 eV
HOMO ... -4.073 eV
Total charge ... -1
Spin multiplicity ... 1